1.
14
Properties=species:S:1:pos:R:3:lowdin_charge:R:1 method="wB97M-V/def2-TZVPD" total_charge=0 total_energy_ha=-270.38750 orbital_gap_ev=9.336 spin_multiplicity=1 homo_energy_ev=-8.5 relative_energy_ev=4.6367
O 0.932 -0.584 1.194 -0.20
C 0.269 0.244 1.962 0.05
C 0.203 0.062 -0.972 -0.26
C 1.419 -0.047 -0.053 -0.14
C -0.945 0.829 -0.398 -0.13
C -1.008 -0.685 -0.488 -0.11
H -0.726 1.416 0.493 0.07
H 0.420 0.118 -2.034 0.14
H -1.645 1.314 -1.066 0.10
H 1.899 0.920 0.123 0.13
H -0.373 -0.469 2.540 0.04
H 2.149 -0.770 -0.427 0.13
H -0.859 -1.379 0.333 0.10
H -1.729 -1.035 -1.212 0.10

***

2.
14
Properties=species:S:1:pos:R:3:lowdin_charge:R:1 method="wB97M-V/def2-TZVPD" total_charge=0 total_energy_ha=-270.47576 smiles=C[C@]12CC[C@H]1O2 orbital_gap_ev=10.650 spin_multiplicity=1 homo_energy_ev=-9.5 relative_energy_ev=2.2349
O -0.423 -0.707 -1.332 0.02
C -1.814 0.438 0.317 0.00
C 1.653 -0.257 -0.333 -0.09
C 0.435 0.371 -0.991 -0.24
C -0.498 -0.177 -0.012 -0.45
C 0.708 -0.615 0.845 -0.08
H 1.980 -1.103 -0.943 0.11
H 0.819 0.137 1.634 0.12
H 0.309 1.302 -1.520 0.15
H 0.767 -1.600 1.305 0.10
H 2.489 0.391 -0.063 0.11
H -1.897 0.767 1.354 0.08
H -2.617 -0.257 0.074 0.08
H -1.910 1.310 -0.336 0.09

***

3.
14
Properties=species:S:1:pos:R:3:lowdin_charge:R:1 method="wB97M-V/def2-TZVPD" total_charge=0 total_energy_ha=-270.42972 orbital_gap_ev="7.964 / 7.993" spin_multiplicity=1 homo_energy_ev="-6.8 / -6.9" relative_energy_ev=3.4877
O -0.647 -1.152 -0.931 -0.05
C 0.665 -1.173 -0.837 -0.14
C -1.459 -0.180 -0.593 -0.15
C 1.333 -0.126 -0.001 -0.19
C -0.871 1.010 0.094 -0.17
C 0.235 0.363 0.942 -0.20
H -0.502 1.744 -0.645 0.12
H 1.747 0.698 -0.603 0.11
H -0.293 -0.519 1.322 0.12
H 1.100 -2.135 -1.072 0.11
H 2.193 -0.553 0.530 0.11
H -1.593 1.523 0.739 0.11
H 0.594 0.896 1.821 0.11
H -2.503 -0.395 -0.766 0.11

***

4.
14
Properties=species:S:1:pos:R:3:lowdin_charge:R:1 method="wB97M-V/def2-TZVPD" total_charge=0 total_energy_ha=-270.47219 smiles="C1=COC=CC1.[H][H]" orbital_gap_ev=9.629 spin_multiplicity=1 homo_energy_ev=-8.5 relative_energy_ev=2.3320
O -1.325 0.291 -0.119 -0.10
C -0.713 -0.805 -0.676 -0.16
C 0.587 -0.865 -0.944 -0.08
C 0.828 1.203 0.334 -0.08
C 1.467 0.341 -0.727 -0.18
C -0.484 1.157 0.535 -0.15
H -2.140 -0.895 1.779 0.04
H 1.433 1.869 0.941 0.10
H 2.484 0.049 -0.445 0.11
H 1.564 0.910 -1.666 0.11
H -1.031 1.766 1.247 0.12
H -2.253 -1.620 1.897 0.05
H -1.422 -1.610 -0.832 0.12
H 1.005 -1.792 -1.325 0.10

***

5.
14
Properties=species:S:1:pos:R:3:lowdin_charge:R:1 method="wB97M-V/def2-TZVPD" total_charge=0 total_energy_ha=-270.46738 smiles=C#CC(C)(C)O orbital_gap_ev=10.928 spin_multiplicity=1 homo_energy_ev=-10.0 relative_energy_ev=2.4631
O -0.790 -0.678 1.037 -0.04
C 1.775 0.563 1.658 0.13
C -0.062 -0.073 -0.036 -0.65
C -0.930 1.032 -0.639 -0.03
C 1.162 0.440 0.626 -0.06
C 0.216 -1.217 -1.003 -0.03
H -0.882 0.010 1.713 0.10
H -1.001 1.874 0.060 0.09
H 0.619 -0.867 -1.958 0.09
H -0.555 1.406 -1.597 0.09
H 0.923 -1.918 -0.552 0.09
H -0.731 -1.739 -1.173 0.09
H -1.930 0.609 -0.775 0.09
H 2.185 0.558 2.639 0.03

***

6.
14
Properties=species:S:1:pos:R:3:lowdin_charge:R:1 method="wB97M-V/def2-TZVPD" total_charge=0 total_energy_ha=-270.40595 orbital_gap_ev=8.651 spin_multiplicity=1 homo_energy_ev=-8.3 relative_energy_ev=4.1346
O 0.076 -2.059 0.612 -0.04
C 0.007 -0.900 -0.201 -0.34
C -0.978 1.504 -0.311 0.04
C -1.384 0.094 -0.099 -0.16
C 1.023 0.117 0.325 -0.17
C 0.510 1.455 -0.215 -0.26
H -0.425 -2.775 0.200 0.10
H -1.409 -0.059 0.983 0.12
H 0.800 1.526 -1.282 0.13
H 2.061 -0.050 0.016 0.12
H 0.194 -1.183 -1.245 0.14
H -2.426 -0.092 -0.466 0.10
H 1.009 0.083 1.426 0.12
H 0.942 2.341 0.256 0.10

***

7.
14
Properties=species:S:1:pos:R:3:lowdin_charge:R:1 method="wB97M-V/def2-TZVPD" total_charge=0 total_energy_ha=-270.50561 smiles=C1C[C@@H]2C[C@@H]2O1 orbital_gap_ev=10.206 spin_multiplicity=1 homo_energy_ev=-9.1 relative_energy_ev=1.4228
O 0.836 0.698 -1.142 -0.09
C 0.612 1.075 0.183 -0.29
C 0.139 -0.087 0.998 -0.22
C -0.043 -1.225 0.009 -0.12
C 0.199 -0.553 -1.367 -0.18
C -0.775 1.092 0.755 -0.05
H 1.344 1.799 0.526 0.15
H 0.679 -2.025 0.202 0.11
H -0.944 1.778 1.578 0.10
H -1.639 0.943 0.109 0.11
H -0.747 -0.386 -1.893 0.11
H -1.050 -1.658 0.061 0.11
H 0.532 -0.302 1.987 0.13
H 0.857 -1.149 -2.006 0.12

***

8.
14
Properties=species:S:1:pos:R:3:lowdin_charge:R:1 method="wB97M-V/def2-TZVPD" total_charge=0 total_energy_ha=-270.44634 smiles=C#CC(C)(C)O orbital_gap_ev=11.154 spin_multiplicity=1 homo_energy_ev=-10.2 relative_energy_ev=3.0355
O -1.070 -0.980 0.745 -0.11
C 1.867 0.508 1.675 0.14
C 1.010 0.285 0.859 -0.08
C 0.340 -0.950 -1.206 -0.03
C -0.089 -0.071 -0.038 -0.55
C -1.035 1.070 -0.386 -0.02
H -0.550 -1.190 -1.796 0.09
H 0.753 -1.869 -0.790 0.09
H 2.629 0.690 2.400 0.03
H 1.083 -0.489 -1.869 0.10
H -1.798 0.485 0.183 0.09
H -0.808 2.046 0.058 0.08
H -1.287 1.161 -1.450 0.08
H -1.072 -0.785 1.701 0.10

***

9.
14
Properties=species:S:1:pos:R:3:lowdin_charge:R:1 method="wB97M-V/def2-TZVPD" total_charge=0 total_energy_ha=-270.51721 smiles="C1=CCOCC1" orbital_gap_ev=10.413 spin_multiplicity=1 homo_energy_ev=-9.3 relative_energy_ev=1.1072
O -0.007 1.507 0.046 -0.14
C 0.197 -0.544 1.239 -0.17
C -0.556 0.896 -1.106 -0.21
C -0.637 -0.608 -1.054 -0.09
C 0.932 0.686 0.714 -0.22
C -0.303 -1.298 0.033 -0.10
H 1.373 1.295 1.507 0.12
H 0.813 -1.163 1.899 0.11
H 0.017 1.202 -1.997 0.12
H -0.361 -2.384 0.049 0.10
H -0.660 -0.183 1.826 0.12
H -1.564 1.313 -1.214 0.13
H -0.978 -1.097 -1.965 0.10
H 1.734 0.377 0.023 0.13

***

10.
14
Properties=species:S:1:pos:R:3:lowdin_charge:R:1 method="wB97M-V/def2-TZVPD" total_charge=0 total_energy_ha=-270.45676 smiles="C1=CCC1.C=O" orbital_gap_ev=10.589 spin_multiplicity=1 homo_energy_ev=-9.6 relative_energy_ev=2.7521
O 1.677 0.251 1.488 -0.02
C 2.016 0.048 0.349 -0.19
C -0.224 0.025 -1.120 -0.14
C -1.279 -0.343 0.642 -0.17
C -0.888 0.957 -0.127 -0.17
C -0.498 -1.079 -0.415 -0.11
H -2.346 -0.569 0.578 0.10
H 2.247 -0.962 -0.044 0.09
H -1.723 1.558 -0.501 0.10
H -0.272 -2.135 -0.528 0.10
H -0.204 1.602 0.438 0.10
H -0.940 -0.421 1.682 0.10
H 2.132 0.868 -0.390 0.09
H 0.303 0.200 -2.053 0.10

***

11.
14
Properties=species:S:1:pos:R:3:lowdin_charge:R:1 method="wB97M-V/def2-TZVPD" total_charge=0 total_energy_ha=-270.45729 smiles=C1C[C@@H]2C[C@@H]2O1 orbital_gap_ev=10.601 spin_multiplicity=1 homo_energy_ev=-9.4 relative_energy_ev=2.7376
O -0.480 -1.092 -0.925 -0.09
C 0.684 -0.891 -0.125 -0.38
C 1.720 0.137 -0.380 0.03
C -0.760 0.867 0.316 -0.14
C -1.517 -0.320 -0.322 -0.19
C 0.496 0.170 0.861 -0.13
H -2.225 0.035 -1.082 0.12
H -1.338 1.478 1.026 0.12
H -2.078 -0.927 0.409 0.12
H 2.751 -0.244 -0.585 0.10
H 1.161 -1.786 0.278 0.15
H 0.490 -0.007 1.949 0.13
H -0.484 1.499 -0.530 0.10
H 1.581 1.081 -0.889 0.07

***

12.
14
Properties=species:S:1:pos:R:3:lowdin_charge:R:1 method="wB97M-V/def2-TZVPD" total_charge=0 total_energy_ha=-270.37766 orbital_gap_ev=8.243 spin_multiplicity=1 homo_energy_ev=-7.7 relative_energy_ev=4.9044
O -1.546 -0.287 0.485 -0.15
C -0.920 -1.156 -0.474 -0.18
C -1.326 1.016 0.387 0.00
C 0.416 -0.736 -1.018 -0.10
C 1.310 0.063 -0.412 -0.18
C 1.017 0.800 0.827 -0.10
H 0.810 0.178 1.706 0.09
H 1.729 1.592 1.060 0.07
H -0.829 -2.104 0.070 0.13
H 0.654 -1.178 -1.985 0.10
H -0.113 1.355 0.309 0.02
H -1.630 -1.297 -1.295 0.13
H 2.235 0.294 -0.938 0.10
H -1.808 1.462 1.278 0.07